# 1
The following is a quantum chemistry calculation of C30H47FP2Pt as an isolated structure, from the OMol25 dataset.

Structure (ORCA input):
```
! wB97M-V def2-TZVPD RIJCOSX def2/J DEFGRID3
* xyz 2 5
Pt -0.03138 -1.60937 -0.64356
P -1.77123 -2.37908 0.44102
P -1.68254 1.10514 -0.49534
F -1.92371 1.57371 5.84879
C -2.77757 -2.68257 -2.30337
C 0.88579 4.16416 1.40176
C -0.15000 -0.43543 3.36022
C -1.81303 -1.55834 -2.03671
C 1.69805 4.26369 -1.65023
C -3.13964 -1.33130 0.65438
C -0.65675 -0.03373 4.62545
C -0.43828 -1.73450 -2.59247
C 2.02535 -1.79105 -0.71959
C -1.23314 1.48509 -2.25154
C -1.66846 1.90237 3.53226
C 0.05656 -3.01418 -3.08468
C 3.73358 1.91668 -2.18590
C 2.41960 1.70955 2.72509
C -2.40351 2.82518 -0.30313
C 0.52878 -4.06583 -2.06725
C -2.44780 -4.05795 -1.63594
C 3.15072 2.28880 -0.88455
C -1.17262 1.42756 2.30835
C 4.39660 0.56980 0.60018
C 2.52789 2.15460 1.32693
C 3.36689 1.59133 0.34112
C -0.78403 -2.92224 1.82665
C 2.23716 3.33501 -0.62724
C -1.43045 -3.90890 -0.48604
C -0.52198 0.22766 2.23367
C -1.40117 1.14597 4.65439
C 0.01400 -3.61693 -0.71621
C 1.85665 3.26479 0.73840
C -3.22554 0.07015 -0.07190
H -1.65079 -4.67932 0.26914
H 3.18831 2.19836 3.33332
H 2.21821 5.22039 -1.71755
H -0.54962 0.74587 -2.68921
H 2.58385 -0.83335 -0.63875
H -3.76137 -0.01849 -1.03187
H -1.39279 -2.57527 2.65767
H 1.44431 1.94905 3.16268
H -0.46907 -0.60748 5.52507
H -0.67644 -4.01431 1.88969
H -3.14428 -1.16953 1.75961
H 3.07755 2.26509 -2.99880
H 2.26306 -2.29326 -1.69274
H -3.36792 -4.41419 -1.13835
H 0.30640 3.65144 2.18398
H -2.31842 -0.58859 -2.22884
H 0.60519 -4.08455 0.09003
H -1.30744 2.07792 1.44784
H 0.20232 -2.42084 1.77480
H 1.34296 5.04389 1.88932
H -3.80686 -2.38234 -2.05460
H -0.75393 -3.38316 -3.71153
H 4.73141 2.34736 -2.37033
H 4.10969 -0.16283 1.37777
H 0.52622 -1.30721 3.34843
H 0.17247 4.56652 0.66484
H -2.88235 3.15422 -1.24194
H -2.24189 2.82915 3.55472
H -4.05403 -1.93011 0.43365
H -2.17211 -4.85747 -2.36656
H 0.65405 4.47631 -1.43496
H 2.55264 0.62703 2.82172
H -0.69917 2.45692 -2.24911
H -2.83518 -2.83131 -3.38343
H 0.86241 -2.75276 -3.72762
H 1.62860 -4.18345 -2.07911
H 0.06589 -0.83208 -2.91865
H 0.12661 -5.05599 -2.30656
H 3.83052 0.82535 -2.29049
H -3.13143 2.89426 0.51778
H -3.80968 0.74008 0.58030
H -2.13513 1.54617 -2.88428
H 2.29137 -2.50890 0.07440
H 1.76278 3.79753 -2.62609
H -1.60151 3.55461 -0.09045
H 5.32879 1.04861 0.95132
H 4.66102 -0.00919 -0.29929
*
```

Its expectation value of S² is 6.017. As for the HOMO energy (spin up / spin down): -12.13 / -13.65 eV. As for the total energy: -2072.30852 Eh. For the gap between HOMO and LUMO (spin up / spin down), the calculation gives 6.9 / 5.7 eV.


# 2
The following is a quantum chemistry calculation of a 2-piece molecular cluster, C14H28BO6S3 overall, from the OMol25 dataset.

Structure (ORCA input):
```
! wB97M-V def2-TZVPD RIJCOSX def2/J DEFGRID3
* xyz -1 1
S -1.23443 3.56011 -1.41834
S -0.14264 0.63966 -1.22857
S 2.55525 -2.21456 -2.80579
O -0.57999 -1.54528 -5.68643
O -1.98504 1.79750 2.08276
O -0.20668 1.71106 -4.84842
O -1.61226 3.79045 -4.81081
O 0.56050 -3.47641 -4.67133
O 0.49239 2.36573 1.43842
C -1.37507 1.91751 -0.52847
C 0.50217 0.11737 4.22164
C -1.28371 0.90526 -5.44396
C -0.69912 2.97441 -4.27811
C -0.01129 -0.99525 7.10885
C 0.51648 -2.14385 -4.89487
C 1.44576 -1.56565 2.55770
C -0.01792 3.49232 -2.84124
C 0.22945 -1.11005 3.34932
C -1.35581 -0.64009 -4.80815
C 1.73286 -1.23974 -4.20514
C -2.91694 -1.23980 -4.83205
C 1.55477 -0.07968 5.31891
C 1.26376 -1.21115 6.30843
B -0.90149 2.04880 1.06925
H 0.99072 2.92373 -2.59374
H -3.71332 -0.38830 -5.05942
H 0.82576 0.94543 3.57883
H -0.89384 -0.96746 6.46378
H 1.18357 -2.41951 1.92397
H 1.21594 -0.26890 -3.76296
H 2.53206 -0.25979 4.85828
H 2.10518 -1.28357 7.00876
H 2.79061 -1.21116 -1.81255
H -0.94938 -0.66805 -3.69282
H 0.31004 4.61957 -3.05540
H -0.44130 0.44179 4.67551
H -0.14598 -1.93934 3.95812
H -3.05691 -2.05100 -5.69601
H -0.14953 -1.81349 7.82325
H 1.65364 0.86179 5.87525
H 0.03585 -0.05843 7.67277
H -0.57125 -0.86159 2.64215
H 1.12365 1.61248 1.24333
H 1.21393 -2.17329 5.78856
H -2.36184 1.34210 -5.31619
H 2.46708 -0.92358 -5.05990
H 1.81224 -0.76402 1.90994
H -2.19602 0.79750 2.08658
H -0.98119 0.74314 -6.58748
H -3.21852 -1.68947 -3.77711
H 2.26102 -1.88023 3.21477
H -0.37322 -0.52500 -0.46388
*
```

As for the HOMO energy: -2.50 eV. As for the total energy: -2220.94915 Eh. For the gap between HOMO and LUMO, the calculation gives 5.0 eV.


# 3
The following is a quantum chemistry calculation of C33H33F6MnN2O11S2Sb as an isolated structure, from the OMol25 dataset.

Structure (ORCA input):
```
! wB97M-V def2-TZVPD RIJCOSX def2/J DEFGRID3
* xyz -2 6
Sb -0.16448 1.64502 1.05722
Mn 0.20964 -1.68213 -0.96813
S -1.49740 -3.03119 -3.23869
S -1.34984 -5.52831 -4.35771
F -3.80715 -3.18023 -4.60129
F -3.24630 -1.18152 -3.99745
F 1.07468 -5.28482 -3.29798
F 0.99246 -4.82874 -5.41948
F -2.21916 -2.12728 -5.64461
F 0.86430 -6.87858 -4.75222
O 0.70336 -3.67151 -0.96123
O 0.21687 0.22445 -1.71626
O 1.34842 -5.66879 -0.19234
O -1.28426 -2.33722 0.87923
O -1.87869 -2.35737 -2.00830
O 1.40161 -1.41232 0.80285
O -0.23041 -2.63313 -3.79414
O -1.73903 -6.85700 -3.99300
O 0.97559 1.59932 -3.30601
O 2.81941 -2.76076 1.88568
O -1.73798 -4.99111 -5.63503
N -1.73989 -4.57273 -3.12652
N 2.28681 -1.41192 -1.88294
C -0.75406 -2.29303 2.21620
C 4.49667 2.39291 -0.28032
C -2.08095 2.25389 -1.14535
C -0.08436 -4.32924 1.17798
C 1.68999 -2.41445 1.54498
C -2.86421 2.91205 -2.08213
C 4.21215 1.81668 0.94922
C -1.90705 2.47909 3.28554
C -1.47968 -3.76942 0.83248
C -0.64092 2.85588 2.82068
C 0.74368 -4.60742 -0.08738
C -2.76842 -2.34803 -4.44923
C -1.81514 4.03655 5.09471
C -1.86376 -2.96953 3.03271
C 2.11823 -0.48236 -2.99169
C -1.15588 4.33883 -0.38484
C 0.47715 -3.19415 2.10558
C 2.14965 2.66174 -0.67924
C -1.93757 4.98913 -1.33669
C 1.02096 0.55368 -2.66619
C 2.61969 0.94994 2.67756
C -0.56755 4.42871 4.65245
C -2.78402 4.28952 -2.18122
C 2.90027 1.65200 1.38048
C 3.46385 2.80783 -1.10390
C 1.36723 4.42742 3.11521
C -2.43162 -3.98088 2.00896
C 0.03250 3.86282 3.52407
C -1.21822 2.94196 -0.29486
C -0.31473 5.17549 0.53704
C -2.50037 3.05376 4.39599
C 1.85746 2.11212 0.56260
C 0.52092 -5.61233 -4.44604
H -2.11548 1.17091 -1.11079
H 1.98889 1.54944 3.33598
H -3.36996 4.82158 -2.92181
H -0.23519 6.19646 0.15978
H 3.66478 3.22091 -2.08416
H 3.02333 0.06633 -3.27617
H 3.54302 0.71433 3.20704
H -0.17137 -5.26642 1.73046
H -2.25272 4.49946 5.97145
H -0.75458 5.21699 1.53629
H -1.85056 -4.04854 -0.14979
H 0.69248 4.77770 0.64383
H -1.87458 6.06950 -1.41500
H 1.66938 4.11265 2.12223
H -1.46383 -3.44587 3.92898
H 2.15370 4.12090 3.80897
H -3.50210 2.34299 -2.74592
H -2.42031 -5.01164 2.36428
H 1.34945 2.94831 -1.34894
H -0.54005 -1.25896 2.47960
H 5.52701 2.48576 -0.60472
H 0.77929 -3.60254 3.07148
H -3.45177 -3.72160 1.72459
H 2.64418 -2.32404 -2.13332
H 2.10871 0.00906 2.47199
H -2.45363 1.70181 2.75807
H -0.03290 5.21118 5.18207
H -2.61842 -2.24438 3.33847
H 2.82220 -1.03428 -1.11083
H 5.01829 1.44960 1.57447
H -3.48467 2.73139 4.71259
H 1.77823 -1.04164 -3.86540
H 1.32875 5.51937 3.12717
*
```

Its expectation value of S² is 8.753. As for the HOMO energy (spin up / spin down): -2.90 / -3.67 eV. As for the total energy: -5001.53414 Eh. For the gap between HOMO and LUMO (spin up / spin down), the calculation gives 6.8 / 7.6 eV.